# 1
DFT (wB97M-V/def2-TZVPD) results for a structure of composition C40H33Br2I2N5OP2Se2Ta at a distorted geometry.

HOMO level (eV): -13.824
Energy relative to the best compared isomer or geometry (same formula, charge and spin) (kcal per mole): 45.69
Strongest force on any atom (hartree/bohr): 0.0433
HOMO-LUMO gap (hartree): 0.1164

```
! wB97M-V def2-TZVPD RIJCOSX def2/J DEFGRID3
* xyz 3 1
Ta 0.002 0.308 -0.004
I -6.042 -4.720 -0.036
C -4.585 -3.244 0.017
C -4.935 -1.920 -0.229
C -3.950 -0.947 -0.214
I -4.373 1.062 -0.609
C -2.638 -1.315 0.057
O -1.629 -0.381 0.076
C -2.278 -2.625 0.306
C -0.826 -2.954 0.616
N 0.152 -2.213 -0.245
C -0.035 -2.587 -1.661
C 0.295 -1.494 -2.619
C 0.614 -1.780 -3.931
C 0.815 -0.745 -4.828
C 0.684 0.570 -4.393
C 0.379 0.793 -3.075
N 0.194 -0.225 -2.198
C -3.264 -3.593 0.279
H -5.964 -1.651 -0.435
H -0.683 -4.027 0.497
H -0.600 -2.702 1.653
H 1.091 -2.468 0.041
H -1.089 -2.819 -1.806
H 0.523 -3.484 -1.918
H 0.697 -2.812 -4.246
H 1.071 -0.960 -5.859
H 0.811 1.406 -5.068
H 0.260 1.799 -2.690
H -3.011 -4.630 0.476
Br -1.558 0.414 3.005
C 0.059 0.215 4.012
Br 1.487 -0.358 2.832
H -0.085 -0.546 4.764
H 0.332 1.172 4.433
Se 6.352 0.478 1.976
P 5.983 1.427 0.077
C 6.819 0.644 -1.299
C 7.071 -0.728 -1.269
C 7.763 -1.313 -2.317
C 8.202 -0.535 -3.383
C 7.950 0.830 -3.411
C 7.259 1.430 -2.368
C 6.552 3.119 0.136
C 7.926 3.280 0.350
C 8.464 4.554 0.395
C 7.643 5.666 0.232
C 6.280 5.506 0.028
C 5.733 4.231 -0.015
C 4.189 1.144 -0.201
C 2.929 1.689 -0.059
N 2.061 0.647 -0.246
N 2.755 -0.476 -0.495
N 4.009 -0.203 -0.462
P 2.128 3.286 0.064
Se -0.035 2.859 0.472
C 2.252 4.140 -1.491
C 1.520 5.323 -1.661
C 1.645 6.035 -2.841
C 2.478 5.566 -3.851
C 3.177 4.373 -3.693
C 3.071 3.654 -2.512
C 2.717 4.190 1.471
C 2.787 5.583 1.452
C 3.147 6.254 2.611
C 3.438 5.539 3.767
C 3.385 4.148 3.773
C 3.017 3.464 2.628
H 6.732 -1.326 -0.433
H 7.977 -2.375 -2.294
H 8.756 -0.995 -4.193
H 8.311 1.434 -4.234
H 7.072 2.497 -2.383
H 8.568 2.413 0.469
H 9.528 4.681 0.556
H 8.071 6.662 0.258
H 5.640 6.373 -0.101
H 4.681 4.107 -0.190
H 0.846 5.671 -0.886
H 1.091 6.957 -2.975
H 2.577 6.130 -4.771
H 3.809 4.002 -4.491
H 3.626 2.731 -2.394
H 2.573 6.140 0.546
H 3.199 7.335 2.608
H 3.712 6.073 4.670
H 3.634 3.599 4.673
H 2.988 2.380 2.622
*
```


# 2
DFT (wB97M-V/def2-TZVPD) results for a structure of composition C40H33Br2IN2O2PRb.

HOMO level (eV): -6.916
Energy relative to the best compared isomer or geometry (same formula, charge and spin) (kcal per mole): 19.75
Strongest force on any atom (hartree/bohr): 0.0177
HOMO-LUMO gap (hartree): 0.2607

```
! wB97M-V def2-TZVPD RIJCOSX def2/J DEFGRID3
* xyz 0 1
Rb -0.692 -0.235 -0.049
N 1.923 0.189 2.342
C 1.668 1.066 3.366
C 2.511 1.184 4.450
C 2.208 2.040 5.522
C 1.068 2.791 5.528
C 0.177 2.700 4.435
C -1.026 3.441 4.371
C -1.852 3.301 3.296
C -1.476 2.412 2.269
N -0.370 1.713 2.281
C 0.464 1.842 3.349
H 2.841 -0.216 2.287
H 1.492 0.348 1.450
H 3.423 0.600 4.472
H 2.900 2.099 6.353
H 0.832 3.452 6.352
H -1.275 4.111 5.185
H -2.779 3.852 3.216
H -2.126 2.290 1.409
Br -2.164 -1.700 2.607
C -3.624 -1.826 1.360
Br -4.042 -0.138 0.516
H -4.506 -2.146 1.897
H -3.339 -2.515 0.574
C -1.617 -3.853 -3.051
C -0.880 -3.281 -1.854
O -1.473 -2.441 -1.171
C 0.464 -3.772 -1.569
C 0.818 -5.060 -2.019
C 2.021 -5.643 -1.713
C 2.940 -4.914 -0.940
C 2.654 -3.645 -0.518
C 1.421 -2.994 -0.828
O 1.239 -1.772 -0.499
H -2.498 -3.244 -3.237
H -1.944 -4.875 -2.848
H -0.981 -3.876 -3.935
H 0.103 -5.627 -2.602
H 2.253 -6.643 -2.053
H 3.895 -5.360 -0.683
H 3.373 -3.073 0.057
I 1.571 -0.046 -2.722
C 1.786 1.304 -4.338
C 2.889 0.987 -5.090
C 3.252 1.708 -6.239
C 2.476 2.750 -6.631
C 1.327 3.114 -5.890
C 0.563 4.199 -6.379
C -0.559 4.612 -5.734
C -0.937 3.949 -4.559
C -0.236 2.893 -4.023
P -0.971 2.221 -2.456
C -1.421 3.759 -1.565
C -2.539 3.805 -0.732
C -2.769 4.899 0.092
C -1.875 5.957 0.114
C -0.744 5.911 -0.690
C -0.517 4.822 -1.517
C -2.579 1.579 -3.082
C -2.673 0.194 -3.216
C -3.836 -0.398 -3.691
C -4.923 0.387 -4.038
C -4.839 1.769 -3.918
C -3.677 2.359 -3.451
C 0.943 2.411 -4.699
H 3.499 0.146 -4.792
H 4.132 1.420 -6.799
H 2.715 3.323 -7.518
H 0.897 4.688 -7.286
H -1.153 5.436 -6.107
H -1.820 4.305 -4.045
H -3.240 2.979 -0.722
H -3.652 4.919 0.720
H -2.052 6.809 0.757
H -0.032 6.726 -0.671
H 0.369 4.801 -2.140
H -1.828 -0.434 -2.958
H -3.892 -1.475 -3.783
H -5.831 -0.072 -4.404
H -5.683 2.389 -4.193
H -3.634 3.437 -3.363
*
```


# 3
DFT (wB97M-V/def2-TZVPD) results for a structure of composition C40H33BrMoN11O2S2.

HOMO level (alpha / beta) (eV): -10.230 / -10.270
Energy relative to the best compared isomer or geometry (same formula, charge and spin) (kcal per mole): 10.09
Strongest force on any atom (hartree/bohr): 0.0074
HOMO-LUMO gap (alpha / beta) (hartree): 0.2617 / 0.2318

```
! wB97M-V def2-TZVPD RIJCOSX def2/J DEFGRID3
* xyz 1 3
Mo -0.404 0.626 -0.474
N -4.249 0.434 -2.592
C -3.271 0.215 -1.703
S -1.725 -0.357 -2.289
N -3.503 0.376 -0.430
N -2.356 0.048 0.270
C -2.520 -0.666 1.327
C -3.834 -1.100 1.844
C -4.783 -0.161 2.237
C -5.996 -0.583 2.753
C -6.274 -1.940 2.856
C -5.337 -2.877 2.447
C -4.111 -2.460 1.950
C -1.276 -1.067 1.984
C -1.224 -1.739 3.196
C 0.015 -2.019 3.747
C 1.155 -1.619 3.071
C 1.018 -0.949 1.870
N -0.172 -0.674 1.334
H -4.094 0.266 -3.569
H -5.182 0.604 -2.257
H -4.572 0.895 2.124
H -6.731 0.146 3.066
H -7.227 -2.267 3.251
H -5.558 -3.934 2.514
H -3.379 -3.188 1.622
H -2.143 -2.016 3.691
H 0.088 -2.533 4.697
H 2.147 -1.823 3.449
H 1.886 -0.613 1.323
N 5.128 -5.601 1.470
C 4.134 -4.925 0.797
C 2.906 -4.663 1.414
C 1.930 -3.947 0.750
C 2.168 -3.464 -0.534
C 3.374 -3.746 -1.171
C 4.348 -4.462 -0.508
S 0.882 -2.593 -1.352
O -0.347 -2.931 -0.684
O 1.017 -2.787 -2.767
N 1.080 -0.995 -1.005
C 2.163 -0.249 -1.285
N 3.311 -0.690 -1.798
C 4.215 0.239 -2.076
C 4.003 1.600 -1.878
C 2.797 1.956 -1.316
N 1.896 1.042 -0.963
H 4.850 -6.163 2.256
H 5.861 -6.009 0.915
H 2.714 -5.050 2.408
H 0.965 -3.774 1.204
H 3.531 -3.409 -2.183
H 5.286 -4.685 -1.003
H 5.150 -0.116 -2.497
H 4.735 2.340 -2.160
H 2.529 2.996 -1.165
C 2.391 1.025 -5.781
C 1.818 -0.010 -5.060
C 0.999 0.259 -3.973
C 0.754 1.576 -3.610
C 1.336 2.620 -4.328
C 2.149 2.341 -5.412
N -0.070 1.902 -2.458
N -0.587 3.026 -2.541
C -1.354 3.394 -1.428
C -1.980 4.637 -1.502
C -2.774 5.049 -0.452
C -2.936 4.199 0.637
C -2.305 2.964 0.676
C -1.469 2.513 -0.351
H 3.029 0.809 -6.628
H 2.002 -1.041 -5.330
H 0.565 -0.568 -3.440
H 1.145 3.640 -4.026
H 2.599 3.153 -5.967
H -1.832 5.245 -2.384
H -3.272 6.009 -0.480
H -3.571 4.496 1.463
H -2.508 2.337 1.536
Br -1.258 2.637 5.239
C -0.030 2.727 3.815
C 1.076 3.558 3.862
C 1.917 3.552 2.764
C 1.619 2.739 1.682
N 0.550 1.943 1.630
C -0.250 1.946 2.698
H 1.269 4.183 4.723
H 2.802 4.172 2.738
H 2.280 2.724 0.831
H -1.118 1.305 2.678
*
```


# 4
DFT (wB97M-V/def2-TZVPD) results for a structure of composition C40H33BrMoN11O2S2.

HOMO level (alpha / beta) (eV): -10.059 / -10.107
Energy relative to the best compared isomer or geometry (same formula, charge and spin) (kcal per mole): 0.00
Strongest force on any atom (hartree/bohr): 0.0116
HOMO-LUMO gap (alpha / beta) (hartree): 0.2496 / 0.2247

```
! wB97M-V def2-TZVPD RIJCOSX def2/J DEFGRID3
* xyz 1 3
Mo -1.153 -0.839 -0.056
N -4.364 2.168 0.713
C -3.408 1.228 0.790
S -3.490 -0.122 -0.303
N -2.523 1.318 1.743
N -1.705 0.224 1.736
C -1.172 -0.137 2.861
C -1.247 0.653 4.103
C -0.750 1.955 4.106
C -0.768 2.691 5.278
C -1.304 2.146 6.438
C -1.824 0.860 6.428
C -1.787 0.109 5.264
C -0.561 -1.472 2.833
C 0.095 -2.033 3.918
C 0.531 -3.346 3.831
C 0.289 -4.062 2.671
C -0.335 -3.425 1.611
N -0.738 -2.154 1.675
H -4.866 2.267 -0.152
H -4.214 3.005 1.254
H -0.379 2.391 3.189
H -0.375 3.698 5.283
H -1.325 2.729 7.348
H -2.259 0.442 7.325
H -2.199 -0.893 5.258
H 0.250 -1.445 4.810
H 1.041 -3.805 4.667
H 0.580 -5.096 2.570
H -0.519 -3.944 0.681
N 3.770 5.279 -3.570
C 2.742 4.706 -2.868
C 3.004 3.895 -1.756
C 1.968 3.296 -1.072
C 0.656 3.479 -1.487
C 0.381 4.295 -2.577
C 1.413 4.898 -3.264
S -0.649 2.760 -0.563
O -0.203 2.712 0.808
O -1.869 3.452 -0.862
N -0.764 1.181 -1.041
C -1.222 0.962 -2.316
N -1.307 1.896 -3.255
C -1.798 1.504 -4.422
C -2.202 0.200 -4.685
C -2.044 -0.706 -3.653
N -1.555 -0.323 -2.483
H 4.672 5.338 -3.132
H 3.553 6.028 -4.203
H 4.025 3.758 -1.421
H 2.183 2.704 -0.191
H -0.645 4.447 -2.876
H 1.197 5.534 -4.113
H -1.869 2.268 -5.188
H -2.606 -0.092 -5.641
H -2.307 -1.754 -3.754
C 3.912 -1.015 -3.308
C 3.529 -2.345 -3.185
C 2.306 -2.669 -2.622
C 1.477 -1.651 -2.165
C 1.853 -0.322 -2.272
C 3.071 -0.009 -2.859
N 0.201 -1.994 -1.575
N -0.252 -3.066 -2.037
C -1.501 -3.440 -1.531
C -1.987 -4.670 -1.978
C -3.175 -5.148 -1.464
C -3.844 -4.391 -0.508
C -3.355 -3.161 -0.086
C -2.172 -2.632 -0.601
H 4.863 -0.768 -3.759
H 4.181 -3.134 -3.533
H 1.995 -3.701 -2.536
H 1.211 0.461 -1.904
H 3.352 1.030 -2.962
H -1.415 -5.225 -2.709
H -3.576 -6.096 -1.791
H -4.770 -4.760 -0.086
H -3.916 -2.604 0.653
Br 3.388 2.233 2.744
C 2.916 0.585 1.967
C 3.782 -0.492 1.983
C 3.354 -1.668 1.390
C 2.102 -1.708 0.807
N 1.272 -0.660 0.776
C 1.672 0.467 1.363
H 4.756 -0.416 2.448
H 3.983 -2.547 1.372
H 1.753 -2.620 0.344
H 0.992 1.306 1.333
*
```


no.,energy (hartree)
1,-13178.2471
2,-7615.2835
3,-5735.3077
4,-5735.3238